[1]
Here is 5 unconnected molecules or ions with the total composition C12H24N2O5 in a non-equilibrium geometry from the OMol25 dataset. Energies are from the ωB97M-V functional and the def2-TZVPD basis.

XYZ file:
```
43
Properties=species:S:1:pos:R:3:mulliken_charge:R:1
N 0.1450 -0.7195 -0.4768 -0.5356
H -0.6104 -0.7024 -1.1471 0.3524
H 0.5665 -1.6335 -0.3929 0.3677
H -0.1204 -0.5533 0.4834 0.3876
H 0.9839 -0.2202 -0.7360 0.3559
C 3.1495 3.7872 -4.6029 -1.0416
C 3.4699 2.3135 -4.1152 -0.2358
O 3.3668 2.1270 -2.7193 -0.8764
H 3.5245 4.5610 -3.9331 0.3038
H 2.0813 4.0040 -4.6032 0.2446
H 3.4083 4.0475 -5.6293 0.3277
H 4.4383 2.0443 -4.5369 0.1848
H 2.6318 1.8510 -4.6366 0.1149
C 2.8207 -5.3385 -2.5420 -0.9601
C 3.8526 -4.9825 -1.5911 -0.2562
O 3.5685 -4.0027 -0.6039 -0.8721
H 1.8326 -5.2232 -2.0965 0.2569
H 2.9006 -6.3723 -2.8779 0.2974
H 2.8425 -4.6208 -3.3621 0.2585
H 4.6000 -4.5119 -2.2300 0.1202
H 4.1806 -5.8736 -1.0559 0.1966
C 2.0025 1.5349 7.0791 -0.9963
C 1.2570 1.0090 5.8481 -0.3580
O 2.0249 0.5367 4.7899 -0.8997
H 2.6072 0.7216 7.4805 0.2581
H 1.2490 1.9510 7.7478 0.3203
H 2.6123 2.4139 6.8704 0.2601
H 0.6509 1.7170 5.2829 0.2443
H 0.4990 0.3071 6.1957 0.1784
C -4.5998 -1.1800 0.7090 -0.6834
C -4.9750 -0.8025 -0.5876 -0.2664
C -5.0309 0.5218 -1.0143 -0.4755
C -4.7917 1.5375 -0.1173 0.6470
C -4.3323 1.2260 1.1635 -0.4719
C -4.2006 -0.1126 1.5402 -0.4509
N -4.9937 2.9075 -0.4554 0.7522
O -4.4301 3.3599 -1.5020 -0.4943
O -5.7366 3.6719 0.2014 -0.4940
H -4.5671 -2.1633 1.1546 0.4416
H -5.3404 -1.4145 -1.3989 0.3239
H -5.2063 0.7137 -2.0625 0.4072
H -4.2374 1.9961 1.9146 0.3897
H -4.0942 -0.4337 2.5659 0.3765
```

Total charge: -2
Orbital gap in hartree: 0.0826
ΔE to the lowest compared entry with this formula, charge and spin in kcal/mol: 113.71



[2]
Here is 6 unconnected molecules or ions with the total composition C12H24N4O12 in a non-equilibrium geometry from the OMol25 dataset. Energies are from the ωB97M-V functional and the def2-TZVPD basis.

XYZ file:
```
52
Properties=species:S:1:pos:R:3:mulliken_charge:R:1
C 9.2662 8.0741 4.9458 -0.7314
N 9.7550 9.0557 6.0777 0.8067
O 9.9252 8.6542 7.2150 -0.5443
O 9.8275 10.2493 5.7829 -0.5002
H 9.6491 8.3053 3.9384 0.2858
H 8.1879 8.1375 4.9885 0.2787
H 9.5599 7.0296 5.1949 0.2983
C 11.8293 13.4115 6.8793 -0.5994
N 11.9762 11.9483 6.8955 0.8904
O 11.5999 11.3889 7.8982 -0.4253
O 12.4329 11.4471 5.9166 -0.5671
H 12.4876 13.7898 7.7536 0.2909
H 10.8380 13.6820 7.1292 0.0994
H 12.2554 13.8727 5.9928 0.3396
C 11.1308 8.7517 10.1341 -0.5021
N 10.0214 9.4010 10.9016 0.9078
O 8.9043 9.5083 10.3735 -0.4696
O 10.3049 9.7613 11.9966 -0.5593
H 11.9869 9.3111 10.3262 0.3426
H 10.8554 8.6992 9.1263 0.0504
H 11.2101 7.7576 10.4706 0.3427
C 8.5056 12.5326 7.5040 -0.5153
N 8.3463 13.3060 8.7494 0.9776
O 7.5472 14.2277 8.7399 -0.5957
O 9.1266 12.9952 9.6770 -0.4678
H 8.4321 13.2757 6.6843 0.3450
H 7.6621 11.7829 7.5274 0.1759
H 9.3971 11.9183 7.5900 -0.0122
O 11.8177 15.8798 8.9787 -0.6136
C 11.3191 15.8103 10.0721 0.5934
C 9.9963 16.4703 10.6075 -0.3224
C 10.0571 16.2882 12.0779 -0.5060
C 10.7445 14.9430 12.0852 -0.1569
O 11.7574 15.0368 11.0921 -0.3762
H 9.9927 17.5314 10.2168 0.3184
H 9.1107 16.0394 10.1273 0.0842
H 10.7619 17.0109 12.5778 0.2406
H 9.1719 16.2443 12.6545 0.3864
H 11.2235 14.6007 12.9957 0.3485
H 9.9920 14.2197 11.6648 0.0476
O 6.6260 8.8413 6.6899 -0.5619
C 6.1396 8.9005 7.7738 0.5253
C 6.3399 7.8502 8.8628 -0.2607
C 5.6741 8.4554 10.0802 -0.3774
C 5.1258 9.8454 9.6457 -0.4038
O 5.4110 9.9116 8.2253 -0.4056
H 5.8163 6.9715 8.5663 0.3925
H 7.4754 7.6843 8.9535 0.0367
H 4.8712 7.7708 10.3908 0.3369
H 6.4264 8.5217 10.9119 0.2119
H 4.0950 10.0666 9.6215 0.3319
H 5.6184 10.6991 10.0667 0.1881
```

Orbital gap in hartree: 0.3847
ΔE to the lowest compared entry with this formula, charge and spin in kcal/mol: 8.41



[3]
Here is 3 unconnected molecules or ions with the total composition C12H24O6PS2 in a non-equilibrium geometry from the OMol25 dataset. Energies are from the ωB97M-V functional and the def2-TZVPD basis.

XYZ file:
```
45
Properties=species:S:1:pos:R:3:mulliken_charge:R:1
C -3.7775 2.9319 2.1673 -1.1615
C -2.5986 3.2231 1.2272 -0.4451
C -2.5723 2.3480 -0.0084 -0.5288
C -2.1438 0.9116 0.2476 -0.6783
S -0.4189 0.7974 0.8192 0.2120
S -0.2581 -0.9781 1.8893 -0.1471
P 1.0076 0.3547 -0.7857 0.3106
O 1.6685 1.7692 -1.1644 -0.4010
O 0.1269 -0.1426 -2.0398 -0.2936
H -4.6479 3.4851 1.8423 0.3349
H -4.0234 1.8743 2.2185 0.3050
H -3.4984 3.2220 3.1717 0.3371
H -1.6728 3.1554 1.7921 0.3334
H -2.6918 4.2538 0.9051 0.3336
H -1.8681 2.7857 -0.7200 0.2133
H -3.5273 2.3045 -0.5231 0.3922
H -2.7849 0.4091 0.9613 0.4500
H -2.2399 0.3410 -0.6722 0.4507
H -1.0932 -0.7653 2.9329 0.2571
H 1.0865 2.5493 -1.1473 0.3613
H -0.6466 0.4122 -2.2480 0.3536
O 0.2495 -0.4456 -8.9762 -0.5301
C 0.4394 -0.3823 -7.8033 0.4667
O 1.2232 0.5734 -7.2329 -0.3548
C 1.3510 0.3362 -5.8255 -0.4385
C 0.1431 -0.5151 -5.4504 -0.2349
C -0.0865 -1.3182 -6.7295 -0.4892
H 2.2952 -0.1825 -5.6449 0.2738
H 1.3744 1.2936 -5.3085 0.2801
H 0.3069 -1.1250 -4.5640 0.2469
H -0.7200 0.1291 -5.2641 0.1999
H 0.5025 -2.2356 -6.7501 0.2715
H -1.1331 -1.5477 -6.9030 0.3048
O -0.0184 -2.3258 4.9689 -0.6107
C 1.1518 -2.3064 5.2412 0.5059
O 1.6693 -1.4372 6.1258 -0.3482
C 3.1053 -1.5741 6.1808 -0.3982
C 3.3879 -2.9780 5.6647 -0.5138
C 2.2497 -3.1784 4.6648 -0.3230
H 3.5478 -0.8006 5.5500 0.2447
H 3.4350 -1.4219 7.2043 0.3147
H 4.3824 -3.0862 5.2389 0.3343
H 3.2911 -3.6972 6.4779 0.2710
H 2.5039 -2.8053 3.6705 0.2192
H 1.9226 -4.2118 4.5989 0.3185
```

Total charge: +1
Orbital gap in hartree: 0.2772



[4]
Here is 2 unconnected molecules or ions with the total composition C12H25B in a non-equilibrium geometry from the OMol25 dataset. Energies are from the ωB97M-V functional and the def2-TZVPD basis.

XYZ file:
```
38
Properties=species:S:1:pos:R:3:mulliken_charge:R:1
B 0.1015 1.6828 -0.4780 0.1070
C 1.6944 1.7033 -0.2802 -1.3012
C 0.7496 -0.3462 0.8051 -0.4324
C -0.5671 0.5749 0.3710 1.2665
C 2.0047 0.1923 -0.0591 1.9687
C 0.7309 -1.9154 0.8397 -2.0314
C -1.0103 1.3957 1.6414 -2.0411
C 3.3765 0.0310 0.6568 -2.1908
C 2.0963 -0.5359 -1.5066 -1.5929
C -1.3352 -0.6925 -1.5640 -1.3959
C -2.9841 0.7957 -0.6658 -2.1730
C -2.4473 -1.4236 0.5348 -1.6635
C -1.8055 -0.1640 -0.2353 1.3620
H -0.6317 3.0383 -1.0227 -0.1613
H 2.2056 2.0186 -1.1554 0.4959
H 1.8797 2.2191 0.7173 0.2485
H 1.0877 -0.1095 1.7537 0.8327
H 0.7263 -2.3729 -0.1566 0.3013
H 0.0003 -2.1741 1.5532 0.5936
H 1.6931 -2.0993 1.3514 0.4878
H -1.4834 0.6776 2.3652 0.3507
H -1.7892 2.1630 1.5352 0.3353
H -0.1210 1.8491 2.0418 0.5315
H 3.7465 -0.9211 0.6199 0.5217
H 3.2532 0.1939 1.7446 0.4319
H 3.9689 0.8275 0.4051 0.5184
H 2.8458 -0.1244 -2.0481 0.6051
H 1.1751 -0.2096 -2.1248 0.1954
H 2.0863 -1.5962 -1.2899 0.3415
H -0.7590 0.1524 -2.0480 0.1502
H -2.1153 -1.0440 -2.2321 0.5323
H -0.4856 -1.3735 -1.4884 0.2434
H -3.5276 1.0629 0.2048 0.5051
H -2.6947 1.6385 -1.3687 0.2045
H -3.6797 0.2566 -1.1502 0.7178
H -1.7383 -2.1969 0.3264 0.4749
H -3.4111 -1.7714 -0.0806 0.3334
H -2.8362 -1.4027 1.4871 0.3263
```

Orbital gap in hartree: 0.3785
ΔE to the lowest compared entry with this formula, charge and spin in kcal/mol: 104.69



Number 1: HOMO -0.0189 Eh, lowest unoccupied orbital energy 1.734 eV, electronic energy -956.9205 Ha. Number 2: HOMO -0.3758 Eh, lowest unoccupied orbital energy 0.241 eV, electronic energy -1593.1557 Ha. Number 3: HOMO -0.4421 Eh, lowest unoccupied orbital energy -4.486 eV, electronic energy -2060.5974 Ha. Number 4: HOMO -0.3522 Eh, lowest unoccupied orbital energy 0.717 eV, electronic energy -496.9220 Ha.